1.
{"formula": "H33O17", "method": "ωB97M-V/def2-TZVPD", "charge": -1, "e_above_lowest_kj_mol": 274.1, "gap_ev": 8.800, "energy_ha": -1298.889988, "symbols": ["O", "O", "H", "H", "H", "O", "H", "H", "H", "H", "H", "H", "O", "O", "H", "H", "O", "O", "H", "O", "H", "H", "H", "H", "O", "O", "O", "H", "H", "H", "O", "H", "H", "O", "H", "H", "H", "H", "H", "H", "H", "H", "H", "H", "O", "O", "O", "H", "O", "H"], "coordinates": [[-3.916, -2.743, -3.518], [-2.346, 4.750, 2.338], [-0.512, 0.508, -0.365], [-2.027, 5.541, 2.775], [0.037, -1.672, -1.998], [1.692, -0.173, -4.810], [-2.123, -3.059, 5.033], [1.925, -5.112, 0.919], [0.457, -2.218, 0.118], [-2.246, 4.002, 2.952], [1.676, 5.092, -2.098], [-0.724, 1.372, 0.955], [4.020, 2.886, 4.024], [-0.022, 1.651, -6.125], [-3.571, -2.463, -2.640], [1.688, -1.889, 2.173], [-1.009, 1.875, -3.364], [-2.983, -0.982, -1.750], [-0.971, 2.961, 5.540], [0.924, 4.774, -1.659], [-3.525, -0.436, -1.146], [0.624, -0.093, 3.926], [-0.665, -1.873, 1.016], [2.628, -2.958, 2.526], [0.278, -2.098, 1.110], [2.763, -4.983, 1.316], [0.121, 0.649, 3.622], [-1.991, -3.911, 3.673], [0.066, 2.634, 4.429], [-0.022, 0.400, 2.697], [-0.493, 3.314, 4.800], [0.778, 1.530, -5.579], [3.797, 3.007, 3.120], [-2.571, -3.557, 4.379], [0.603, 3.919, -1.886], [-3.302, -2.454, -4.196], [-2.127, -1.141, -1.302], [-1.123, 1.275, -2.639], [3.705, 2.172, 4.564], [-0.184, 1.465, -3.683], [-0.275, -3.345, -2.087], [1.426, -0.370, -3.885], [0.799, 0.129, -1.795], [3.302, -4.357, 0.826], [-0.215, 0.681, 0.535], [2.637, -2.030, 2.251], [-0.254, -2.662, -1.431], [-0.236, 0.687, -6.254], [0.892, -0.634, -2.354], [2.593, -0.061, -5.049]], "forces_ev_per_angstrom": [[-0.331, -0.563, 0.442], [-0.335, -0.560, -0.141], [-0.209, 0.283, 0.211], [0.176, -0.165, 0.269], [1.014, -0.996, 0.906], [-1.593, 0.341, -1.508], [1.184, 0.563, 0.502], [-1.079, 0.283, -0.943], [0.077, -0.263, 1.193], [0.256, 0.675, -0.054], [1.351, -0.201, -1.251], [-0.427, 0.475, -0.556], [1.588, 1.465, 1.692], [0.212, -1.530, -0.123], [-0.054, 0.152, -1.117], [-0.368, 0.364, -0.679], [1.002, 0.014, -0.117], [0.284, 0.648, 1.056], [-0.110, -0.545, 0.362], [-1.599, 1.116, 2.083], [0.480, -0.447, -0.435], [0.613, -0.606, 0.498], [0.474, -0.088, 0.471], [0.371, 0.007, -0.109], [-0.902, -0.061, -1.401], [1.546, -0.300, 1.294], [-0.442, 0.344, -0.450], [-0.142, 0.715, 1.063], [0.015, -0.676, -0.042], [0.034, 0.153, -0.157], [-0.069, 1.180, -0.425], [-0.279, 0.038, -0.304], [-0.921, -0.927, -0.793], [-1.022, -1.262, -1.597], [0.184, -0.948, -0.895], [0.190, 0.202, 0.318], [-0.451, -0.203, -0.303], [-0.789, -0.509, 0.842], [-0.674, -0.550, -0.916], [-0.322, 0.416, -0.566], [-0.027, -0.504, -0.432], [0.605, -0.160, 1.129], [0.281, 0.429, 0.334], [-0.501, 0.108, -0.320], [0.430, -0.386, 0.394], [0.399, -0.408, 0.806], [-0.306, 2.137, -0.462], [0.145, 1.466, 0.131], [-0.996, -0.579, -0.524], [1.039, -0.136, 0.623]]}


2.
{"formula": "H34O17", "method": "ωB97M-V/def2-TZVPD", "charge": 0, "e_above_lowest_kj_mol": 543.9, "gap_ev": 9.726, "energy_ha": -1299.322813, "symbols": ["O", "H", "H", "O", "H", "H", "H", "H", "H", "O", "H", "H", "O", "H", "H", "O", "O", "H", "H", "O", "O", "O", "H", "H", "H", "H", "H", "O", "O", "H", "H", "H", "H", "H", "H", "O", "H", "H", "H", "H", "H", "H", "H", "O", "O", "H", "O", "H", "H", "O", "O"], "coordinates": [[3.418, -2.168, -3.264], [-1.517, 0.845, -4.039], [-1.963, 2.824, -0.645], [-1.313, 2.844, 2.152], [3.418, -1.831, -0.398], [-1.673, 3.389, -1.944], [-0.506, 2.978, -4.144], [-2.310, 1.878, -3.432], [-1.993, 3.433, 2.458], [-0.741, 4.696, -0.694], [-0.925, -4.124, 1.337], [3.384, 2.577, 2.356], [-1.277, -2.565, -0.604], [1.722, -0.027, -1.024], [1.941, -3.818, 1.821], [-0.354, 3.218, -3.224], [1.233, -0.626, -1.562], [-3.806, -1.202, 1.127], [0.443, -0.042, -1.789], [2.794, 3.214, 2.278], [-0.289, -4.833, 1.097], [-2.418, -0.106, 0.304], [-0.564, 5.446, 0.002], [1.246, 1.247, 1.055], [2.691, -1.632, -2.876], [-1.749, -2.030, -1.305], [3.491, 3.830, 2.035], [2.410, -2.986, 2.109], [1.759, 0.962, 0.411], [-3.316, -0.202, -0.061], [0.251, -1.231, 0.985], [-0.380, -2.479, 3.607], [-5.041, -1.068, 2.092], [0.110, 4.229, -0.845], [-0.930, -5.394, 0.594], [0.282, -0.871, 1.866], [0.240, 3.916, -3.124], [4.817, -1.535, -1.040], [0.261, -3.687, 4.256], [2.646, 0.723, 0.775], [1.690, -2.420, 2.502], [-0.585, -0.412, 1.960], [-2.012, -0.889, 0.092], [-2.419, 1.275, -4.157], [-0.425, -3.478, 3.612], [3.148, -2.163, -4.157], [-2.332, 3.279, -1.288], [-1.886, 2.156, 1.900], [-0.384, -2.181, -0.334], [4.133, -1.198, -0.568], [-4.420, -1.760, 1.735]], "forces_ev_per_angstrom": [[-0.575, 0.660, 1.571], [-1.674, 0.201, -0.747], [2.720, -3.184, 4.924], [0.790, 0.785, 0.338], [0.843, -0.106, -0.276], [0.806, 0.354, -0.907], [0.256, 0.447, -0.066], [-0.808, 0.984, 0.911], [-0.057, 1.139, 0.451], [2.418, 3.057, 2.153], [0.896, -0.320, 0.292], [3.510, -6.014, 1.077], [0.238, 1.196, 0.036], [0.850, 0.858, 1.113], [0.467, 1.246, 0.494], [-1.484, -2.162, 0.062], [-2.689, -0.118, -1.768], [-1.467, -1.668, 2.109], [1.489, -1.219, 0.278], [-2.835, 4.644, -0.733], [-1.850, -0.083, -0.648], [-2.278, 3.231, 0.705], [-0.053, -2.266, -2.024], [-3.598, 2.080, 4.951], [0.655, -0.325, 0.301], [1.566, -0.800, 0.888], [-0.621, 1.421, -0.266], [-1.547, -0.320, 0.030], [5.305, -1.940, -4.558], [0.519, 0.601, -0.241], [0.386, 0.007, -0.407], [-0.256, -1.497, -0.179], [0.876, -1.132, -0.455], [-0.478, 0.676, 0.672], [1.152, 0.278, 0.344], [-1.284, 0.567, 0.974], [1.436, 1.778, -0.325], [2.689, -2.062, -2.286], [-0.026, -0.331, -0.046], [-1.218, 0.319, -0.310], [0.995, -0.957, -0.719], [0.822, -0.433, -0.026], [1.779, -3.361, -0.691], [2.416, -1.237, -0.007], [0.229, 1.986, 0.292], [-0.125, -0.303, -1.839], [-5.520, 1.283, -4.598], [-0.760, -2.081, -0.873], [-1.700, -0.682, -1.637], [-3.668, 2.269, 2.790], [0.462, 2.531, -1.123]]}


3.
{"formula": "H37O18", "method": "ωB97M-V/def2-TZVPD", "charge": 1, "e_above_lowest_kj_mol": 912.9, "gap_ev": 10.255, "energy_ha": -1376.040551, "symbols": ["H", "H", "H", "H", "O", "H", "H", "H", "H", "H", "H", "O", "H", "H", "H", "H", "O", "O", "O", "O", "H", "H", "H", "H", "O", "H", "H", "H", "H", "H", "H", "H", "O", "O", "H", "H", "O", "O", "H", "H", "O", "H", "O", "O", "H", "H", "O", "O", "O", "H", "H", "H", "O", "H", "H"], "coordinates": [[-5.127, 1.805, 2.033], [-4.777, -1.421, -1.495], [-1.706, -3.990, 0.122], [-4.627, -2.842, -2.091], [5.564, -0.375, 1.692], [0.434, 3.923, -2.946], [0.675, -3.395, -2.239], [-3.206, -3.627, 1.113], [-0.856, 0.795, -3.939], [-2.579, -2.282, 0.905], [-2.470, 4.792, 0.268], [-0.783, 2.549, 1.452], [-0.381, -4.929, 0.809], [-1.245, 1.405, -2.674], [-2.551, 0.478, -4.004], [3.690, 1.371, 1.458], [-1.710, 4.904, -0.300], [-4.982, 2.675, 2.127], [-4.191, -2.284, -1.441], [1.643, -2.644, 0.898], [-1.672, 5.716, -0.747], [3.587, -2.559, -1.351], [-1.102, 3.234, 0.926], [-0.177, -3.608, -0.812], [2.798, -2.833, -1.913], [2.454, 5.307, 2.849], [-4.358, -1.538, 0.145], [-0.295, -0.129, 4.077], [-3.442, -0.287, 0.114], [-3.220, 0.051, -2.603], [-0.223, 4.185, -1.544], [2.096, -1.959, 1.240], [-0.708, -4.509, 0.009], [0.356, -0.057, 3.392], [2.872, -2.413, -2.795], [0.125, 2.504, 1.598], [-0.411, 4.028, -2.446], [-2.352, -3.168, 1.217], [5.857, -0.652, -1.428], [6.379, 0.206, 1.341], [-3.330, 0.717, -3.317], [-5.039, 2.933, 2.921], [3.197, 0.660, 1.139], [0.278, -2.908, -1.620], [1.103, -2.571, -1.315], [5.897, -0.558, 2.513], [2.678, 4.888, 2.002], [-0.879, 0.576, -2.959], [-3.676, -1.168, 0.623], [1.068, -0.309, 3.977], [3.284, 4.110, 2.127], [4.026, 0.536, 0.545], [5.300, -1.065, -0.950], [5.460, -0.990, -0.039], [1.256, -3.279, 1.339]], "forces_ev_per_angstrom": [[-0.816, -4.727, -0.158], [1.647, -2.516, -0.352], [2.920, -1.090, 1.553], [-0.036, -0.225, -0.207], [2.495, 2.991, -4.338], [-0.979, 0.224, 0.944], [1.626, -3.917, -4.674], [0.209, 0.262, 0.533], [0.665, -0.656, 1.578], [-0.279, 0.983, -0.071], [-0.369, 0.639, -0.131], [-2.273, -2.533, 1.451], [-0.272, 0.355, 0.078], [-0.319, 0.867, 0.928], [-3.230, 0.547, 2.820], [0.133, 2.663, 2.397], [0.631, -2.301, 1.061], [1.573, 1.959, -9.402], [-2.154, 2.248, -0.964], [0.600, 1.145, -7.245], [-0.507, 1.747, -0.656], [-1.262, -0.180, -1.303], [0.176, 1.995, -1.422], [0.726, -0.302, 0.128], [1.088, 0.602, 0.187], [0.426, -0.605, -0.258], [-2.145, -1.477, -1.283], [-1.595, 0.258, 0.107], [-0.548, -2.569, 1.763], [0.300, 0.551, -0.973], [0.447, 0.149, 1.526], [1.943, 3.223, 2.799], [-1.970, 1.294, -2.093], [0.399, -0.190, 0.206], [0.502, -0.158, 0.902], [2.157, 0.479, -0.079], [0.601, -0.603, -2.701], [-0.551, -1.846, -0.411], [6.336, 4.560, -5.108], [-2.642, -1.774, 0.937], [1.368, -1.218, -1.951], [-0.731, 2.781, 9.549], [1.648, -1.360, -2.889], [-4.260, 1.757, 3.493], [2.025, 1.602, 1.935], [0.946, -1.189, 3.682], [0.584, -0.850, -0.098], [1.309, -0.074, -2.379], [2.822, 5.394, 0.802], [1.244, -0.069, -0.330], [-1.042, 1.455, 0.354], [-2.512, -1.269, 0.368], [-7.147, -4.968, 2.989], [0.624, 0.064, 1.962], [-2.531, -4.129, 4.444]]}


4.
{"formula": "H37O19", "method": "ωB97M-V/def2-TZVPD", "charge": -1, "e_above_lowest_kj_mol": 195.7, "gap_ev": 9.565, "energy_ha": -1451.828039, "symbols": ["O", "H", "O", "H", "O", "H", "H", "H", "H", "H", "H", "H", "H", "O", "H", "O", "H", "H", "H", "H", "H", "H", "H", "O", "H", "H", "H", "O", "H", "O", "H", "H", "H", "O", "O", "H", "H", "H", "H", "O", "O", "H", "H", "O", "H", "H", "O", "H", "H", "H", "O", "O", "O", "O", "O", "H"], "coordinates": [[0.723, -3.715, 2.558], [2.158, -0.138, 2.398], [0.069, 0.687, 4.020], [0.854, 3.519, 2.650], [1.680, -0.900, 2.731], [-1.946, 2.831, 0.181], [1.663, 2.805, 0.563], [-0.168, -3.488, 2.432], [0.914, 0.864, -3.076], [-0.879, 0.658, 3.672], [2.191, -1.704, -2.271], [-3.396, -1.136, -0.800], [1.213, -2.923, 2.668], [-0.607, -1.804, -3.152], [0.613, -0.099, 0.007], [-2.331, 3.567, 0.741], [2.004, -1.399, 0.251], [-0.149, 0.754, 1.250], [3.691, -1.481, -2.222], [-1.406, -1.436, -2.883], [1.075, -0.466, 3.439], [-1.279, 1.016, -0.519], [0.948, -4.211, -1.904], [-0.355, 0.274, 0.409], [-3.275, 3.426, 0.850], [-0.720, -2.867, 0.166], [-0.791, -1.423, 0.422], [3.271, 0.845, 1.185], [-2.437, 0.535, -1.901], [2.340, 2.926, -0.161], [-4.333, -0.306, 1.503], [1.668, 0.030, -1.906], [-3.192, -2.042, 0.166], [3.047, -2.071, -2.538], [-3.899, 0.101, 2.315], [-2.668, 0.002, -3.230], [-0.045, 3.107, 1.562], [2.724, 0.248, 0.523], [1.349, 2.539, -1.467], [1.289, 0.018, -2.828], [0.689, 2.591, -2.233], [0.085, -1.177, -3.063], [0.484, 1.333, 3.474], [-2.682, -0.222, -2.345], [0.753, 3.439, -2.529], [-3.252, -0.508, 2.622], [1.905, -0.629, -0.273], [4.144, 0.504, 1.328], [2.994, 2.224, 0.122], [-0.294, -3.483, -2.696], [0.661, 2.858, 1.990], [0.338, -4.232, -2.646], [-3.985, -1.604, -0.106], [-0.818, -2.297, 0.963], [-1.677, 1.806, -1.020], [-0.952, 2.251, -1.394]], "forces_ev_per_angstrom": [[1.426, -2.552, 0.665], [0.583, 0.191, -0.424], [-2.882, -0.494, 0.477], [0.089, 0.386, 0.160], [-1.220, 0.401, 1.849], [-1.228, 0.454, 0.107], [1.047, 0.369, -0.734], [-1.522, 0.847, -0.424], [0.149, 0.485, 0.488], [1.841, 0.001, 0.729], [0.586, -0.191, -0.079], [-2.308, -0.086, 0.438], [0.472, 1.501, -0.014], [0.247, -2.914, -1.247], [-0.038, 0.008, 0.799], [0.845, 0.263, 0.361], [-0.093, -1.360, 0.690], [-0.155, -0.910, -1.107], [1.042, 1.277, 0.759], [-1.872, 1.239, 0.970], [1.149, -1.338, -1.555], [0.385, 0.862, 0.042], [-0.348, 0.599, -0.053], [1.043, 0.230, 0.436], [0.186, -0.348, -0.110], [0.061, -0.300, 1.076], [0.044, -1.024, 2.150], [-0.419, 0.838, 0.180], [1.092, 3.311, 1.775], [-0.277, -0.812, 0.710], [1.200, 0.347, 1.320], [-0.607, 0.196, -0.723], [0.635, -1.534, 1.673], [-1.175, -1.730, -0.766], [-1.759, 0.619, -1.402], [-0.167, 0.629, -2.955], [-6.578, 2.353, -3.527], [0.233, -0.458, -0.121], [-0.333, 0.227, -0.620], [0.446, -0.419, 0.255], [0.060, -3.427, 1.887], [1.390, 1.450, 0.298], [0.502, 1.128, -0.851], [-1.421, -3.791, 0.900], [0.313, 3.745, -1.358], [0.701, -1.029, 0.043], [-0.605, 1.913, -0.889], [0.526, -0.462, -0.069], [-0.560, 0.608, -0.160], [1.073, 0.081, 0.362], [5.830, -2.644, 3.655], [-0.381, -0.944, -0.309], [1.539, 1.556, -2.067], [-0.684, 1.197, -3.310], [-2.120, -1.372, 0.919], [2.015, 0.834, -1.301]]}


no.,highest occupied orbital energy (eV)
1,-6.759
2,-10.029
3,-12.612
4,-7.392